one) This record from OMol25 describes one molecule with the formula C3H6N4O. The level of theory is the ωB97M-V functional and the def2-TZVPD basis.

Each line ends with the natural charge from an NBO analysis.
Positions of all 14 atoms, in Å:
C 1.34113 -0.18085 -0.06943  0.356
C 0.31402 -1.00297 -0.11175  -0.145
C -0.71348 0.93576 -0.20197  0.663
H 2.85629 0.49073 1.02871  0.383
H 3.22497 -0.67302 -0.25947  0.361
H -0.00531 -2.00347 0.01448  0.258
H -2.16640 -0.90342 0.91420  0.354
H -2.80558 -1.19162 -0.58113  0.374
H -1.18767 2.90142 0.05357  0.382
N 2.78789 0.13445 -0.11609  -0.760
N -0.84049 -0.40368 -0.45292  -0.268
N -1.86929 -1.20477 0.03287  -0.656
N -1.53215 1.88935 0.03700  -0.794
O 0.59607 1.21210 -0.28805  -0.507

Properties
SMILES: [H]/N=c1\oc(N)cn1N
HOMO-LUMO gap: 8.934 eV
highest occupied orbital energy: -8.30 eV
E_LUMO: 0.6 eV

=====

two) This record from OMol25 describes a 2-piece molecular cluster, C3H6N4O overall. The level of theory is the ωB97M-V functional and the def2-TZVPD basis.

Each line ends with the natural charge from an NBO analysis.
Positions of all 14 atoms, in Å:
C -2.30560 0.22896 -0.13663  0.154
C -0.16461 1.19479 -0.07588  0.199
C 2.28672 -0.99327 -0.11033  0.500
H -2.89508 -1.86762 0.88988  0.268
H -2.63548 1.19895 -0.94311  0.235
H -0.54555 -0.80007 0.50556  0.391
H -0.51861 2.16894 -0.55866  0.238
H 3.10936 0.69941 -0.08947  0.372
H 3.27770 -1.25362 0.08512  0.145
N -3.17822 -0.74920 -0.22392  -0.543
N -0.97768 0.00059 0.76476  -0.586
N 1.11451 1.39060 -0.01192  -0.296
N 2.23749 0.38668 0.14985  -0.459
O 1.19505 -1.60512 -0.24525  -0.620

Properties
HOMO-LUMO gap: 9.615 eV
highest occupied orbital energy: -9.43 eV
E_LUMO: 0.2 eV

=====

If we sort the structures by their calculated energies, the order from most to least stable is one), two).